Entry 1:
11
Properties=species:S:1:pos:R:3:forces:R:3 method="wB97M-V/def2-TZVPD" relative_energy_kj_mol=522.50 homo_energy_ev="-8.40 / -8.30" lumo_ev="-0.176 / 0.037" multiplicity=1 total_energy_ha=-285.21558
C 1.8151 0.3411 0.1289 0.95 -0.50 -0.69
C -1.8352 0.4661 -0.3495 -3.17 -0.68 0.45
C -0.7732 0.9694 0.1887 1.46 -2.77 0.48
C 0.9658 -0.7262 0.5616 -1.96 1.69 -2.41
N 2.5458 1.0227 -0.4805 -0.96 -0.61 1.06
O 0.7089 -1.7888 -0.2692 2.94 1.44 -2.31
H -2.7658 1.0923 -0.4787 1.11 -0.04 -0.12
H -2.2398 -0.6096 -0.4118 1.75 1.29 -0.27
H -0.4041 1.8412 0.6645 0.12 0.81 -0.24
H 0.5952 -0.9963 1.4765 -0.15 0.36 2.60
H 1.3874 -1.6118 -1.0305 -2.09 -0.99 1.44

Entry 2:
11
Properties=species:S:1:pos:R:3:forces:R:3 method="wB97M-V/def2-TZVPD" relative_energy_kj_mol=524.36 homo_energy_ev="-9.87 / -8.60" smiles="C[C@@H]1C=C=NO1" lumo_ev="-1.035 / -1.404" multiplicity=1 total_energy_ha=-285.21487
C -1.3111 -0.2811 -0.1973 -0.01 0.06 -0.21
C -0.0518 0.3942 0.3396 0.02 -0.04 0.23
C 1.1208 0.6254 -0.5431 0.31 0.43 -0.41
C 1.9798 -0.4094 -0.3376 -0.90 -0.09 0.61
N 1.5003 -1.2318 0.5854 0.91 -0.26 -0.07
O 0.5077 -0.6122 1.2695 -0.22 0.08 -0.10
H -2.0237 -0.4605 0.6111 0.12 0.07 -0.09
H -1.7863 0.3291 -0.9693 0.04 -0.02 0.11
H -1.0223 -1.2446 -0.6284 -0.08 0.16 0.00
H -0.2800 1.3191 0.8815 0.03 -0.18 0.02
H 1.3666 1.5716 -1.0115 -0.21 -0.22 -0.09

Entry 3:
11
Properties=species:S:1:pos:R:3:forces:R:3 method="wB97M-V/def2-TZVPD" relative_energy_kj_mol=327.95 homo_energy_ev=-10.15 smiles="C#CC=O.C=N" lumo_ev=0.490 multiplicity=1 total_energy_ha=-285.28968
C 0.3578 -2.0774 -0.7801 -0.39 0.26 0.16
C -0.5606 -1.3774 -0.4335 0.42 -0.39 -0.23
C -1.7081 -0.5880 0.0107 -0.50 0.20 -0.40
O -2.5509 -0.1713 -0.7532 0.54 -0.29 0.48
H 1.1625 -2.7078 -1.0943 -0.16 0.14 0.06
H -1.7698 -0.4381 1.0983 -0.03 -0.02 -0.11
C 1.2683 1.3190 0.1325 -0.14 -0.04 0.04
N 0.1312 1.3999 0.6846 0.44 0.11 -0.04
H 1.4164 0.5785 -0.6564 -0.04 0.06 0.10
H 2.1372 1.9338 0.3898 -0.15 0.04 0.02
H 0.1160 2.1287 1.4015 0.01 -0.07 -0.08

Entry 4:
11
Properties=species:S:1:pos:R:3:forces:R:3 method="wB97M-V/def2-TZVPD" relative_energy_kj_mol=132.60 homo_energy_ev=-10.28 smiles=N#C[C@@H]1C[C@@H]1O lumo_ev=0.680 multiplicity=1 total_energy_ha=-285.36408
N -0.1334 -2.1785 1.7914 -0.18 0.81 -0.48
C -0.3302 -1.1733 1.2545 0.08 -0.90 0.42
C -0.5217 0.1092 0.6380 -0.04 0.01 0.26
C -0.8286 0.2587 -0.8386 -0.06 0.04 -0.10
C 0.5287 0.5926 -0.3452 -0.04 0.11 -0.21
O 1.5088 -0.2777 -0.8075 0.14 0.13 0.25
H -0.9498 0.8610 1.2968 0.14 -0.16 -0.06
H -1.5108 1.0496 -1.1311 0.08 -0.14 0.09
H -0.8862 -0.6609 -1.4141 0.02 0.18 0.09
H 0.8270 1.6250 -0.1900 -0.01 -0.01 -0.28
H 2.2962 -0.2057 -0.2542 -0.12 -0.08 0.02

Entry 5:
11
Properties=species:S:1:pos:R:3:forces:R:3 method="wB97M-V/def2-TZVPD" relative_energy_kj_mol=157.46 homo_energy_ev=-10.22 smiles="CC(=O)CC#N" lumo_ev=0.558 multiplicity=1 total_energy_ha=-285.35461
C 1.2092 1.0792 -0.1288 0.06 0.07 -0.22
C 0.1289 0.1459 0.3333 0.15 0.15 0.76
O 0.0780 -0.0525 1.5184 0.18 0.61 -0.17
C -0.8734 -0.6118 -0.5986 -0.18 0.00 0.24
C -1.2485 -1.7351 0.2850 0.16 0.16 0.82
N -1.3565 -1.9653 1.4197 -0.59 -1.21 -1.38
H 2.0469 0.8615 0.5404 -0.02 0.18 -0.29
H 0.8801 2.0998 0.0881 0.06 -0.05 -0.18
H 1.5111 0.9872 -1.1695 -0.10 0.03 -0.06
H -0.5346 -0.7042 -1.6413 0.04 -0.62 0.60
H -1.8412 -0.1048 -0.6468 0.24 0.69 -0.13

Entry 6:
11
Properties=species:S:1:pos:R:3:forces:R:3 method="wB97M-V/def2-TZVPD" relative_energy_kj_mol=349.13 homo_energy_ev=-9.30 smiles="C#C/C(C)=N/O" lumo_ev=0.918 multiplicity=1 total_energy_ha=-285.28161
C -1.1780 -2.0590 1.1906 0.18 0.47 -0.27
C -0.8323 -1.0332 0.6573 -0.04 -0.57 0.15
C -0.1929 0.0280 -0.0943 0.15 -0.24 -0.25
C 0.5099 1.1567 0.6246 0.04 0.00 -0.06
N -0.1437 -0.2467 -1.3496 -0.04 -0.17 0.61
O 0.6186 0.6316 -2.0962 0.19 0.04 -0.03
H -1.4293 -3.0181 1.5950 -0.08 0.36 0.03
H -0.0345 2.1061 0.5585 0.00 -0.23 -0.12
H 0.6341 0.9206 1.6865 -0.08 -0.05 -0.27
H 1.4957 1.3075 0.1755 -0.15 0.02 0.02
H 0.7968 0.1009 -2.8890 -0.18 0.39 0.19

Entry 7:
11
Properties=species:S:1:pos:R:3:forces:R:3 method="wB97M-V/def2-TZVPD" relative_energy_kj_mol=46.17 homo_energy_ev=-9.18 smiles=Cc1ncco1 lumo_ev=1.042 multiplicity=1 total_energy_ha=-285.39700
C 1.8558 0.0337 0.3132 -0.06 -0.04 -0.05
C 0.3696 -0.0392 0.0751 0.03 0.44 -0.12
N -0.2832 1.0288 -0.2515 0.09 -0.14 -0.09
C -1.5898 0.6188 -0.3981 -0.27 0.01 -0.02
C -1.6901 -0.6987 -0.1508 0.26 0.29 0.44
O -0.4076 -1.1512 0.1579 -0.21 0.26 0.09
H 2.3940 -0.8925 0.5236 -0.43 -0.02 -0.07
H 2.0394 0.7412 1.1294 -0.12 -0.23 -0.04
H 2.2872 0.5062 -0.5740 0.01 -0.20 0.08
H -2.3732 1.3127 -0.6596 0.02 -0.07 0.03
H -2.5742 -1.3038 0.0220 0.66 -0.30 -0.25

Entry 8:
11
Properties=species:S:1:pos:R:3:forces:R:3 method="wB97M-V/def2-TZVPD" relative_energy_kj_mol=202.33 homo_energy_ev=-8.95 lumo_ev=1.012 multiplicity=1 total_energy_ha=-285.33752
C 2.1901 0.0321 0.0278 -2.61 -3.28 -0.02
C 0.6636 -0.0306 -0.0318 -0.29 3.71 -0.48
C -0.2508 1.0081 -0.0331 3.90 5.73 0.13
C -1.2917 -0.6494 -0.0600 -5.88 -6.39 2.49
H 2.5021 0.7606 -0.6992 0.96 -0.44 -0.36
H 2.4275 -1.1089 0.0779 0.46 2.05 -1.35
H 2.4402 0.2638 1.0147 0.56 1.17 1.49
H -0.0364 2.1725 -0.1957 -0.78 -2.89 0.71
H -2.1915 -1.2935 0.3044 1.60 0.94 -1.44
N -0.1162 -1.1091 -0.0899 0.78 -2.54 -0.02
O -1.5244 0.6010 0.0888 1.30 1.94 -1.16